A molecular structure, C33H48N4O9P2RhS, computed with wB97M-V/def2-TZVPD.

Geometry as XYZ:
```
98
Properties=species:S:1:pos:R:3:lowdin_charge:R:1
Rh 1.247 0.353 -1.160 1.249
O 4.646 0.929 2.266 0.038
C 5.635 1.074 1.379 -0.245
C 6.907 1.404 1.855 0.005
C 7.955 1.590 0.981 -0.056
C 7.777 1.409 -0.389 -0.078
C 6.544 1.035 -0.875 -0.025
C 5.458 0.877 -0.010 -0.085
C 4.150 0.504 -0.538 -0.374
O 3.071 0.787 0.109 -0.169
N 4.090 -0.151 -1.680 0.111
N 2.913 -0.307 -2.227 -0.105
C 2.579 -1.389 -2.904 -0.030
C 1.439 -1.466 -3.732 -0.146
C 1.160 -2.666 -4.409 -0.026
C 0.090 -2.775 -5.255 -0.056
C -0.736 -1.660 -5.486 -0.041
C -0.514 -0.475 -4.841 -0.004
C 0.530 -0.343 -3.886 -0.353
O 0.626 0.718 -3.184 -0.135
H 3.793 0.858 1.792 0.005
H 7.036 1.529 2.919 0.123
H 8.920 1.883 1.361 0.112
H 8.602 1.564 -1.066 0.104
H 6.389 0.882 -1.933 0.112
H 3.217 -2.267 -2.830 0.142
H 1.811 -3.509 -4.240 0.120
H -0.121 -3.707 -5.754 0.111
H -1.569 -1.750 -6.167 0.116
H -1.139 0.387 -5.014 0.121
C -2.263 -5.134 0.262 -0.035
C -2.869 -4.208 -0.785 -0.422
C -4.170 -3.583 -0.310 -0.035
O -1.915 -3.218 -1.184 -0.153
P -1.508 -1.817 -0.577 0.500
O -0.353 -1.397 -1.385 -0.278
C -1.190 -1.944 1.214 -0.175
P -0.727 -0.243 1.757 0.485
O 0.051 0.482 0.739 -0.348
O -2.029 0.579 2.013 -0.169
C -2.916 0.383 3.131 -0.431
C -4.334 0.518 2.590 -0.025
C -2.588 1.407 4.208 -0.019
O -0.083 -0.319 3.196 -0.180
C 1.015 -1.090 3.713 -0.409
C 0.440 -2.302 4.438 -0.029
C 2.041 -1.466 2.655 -0.036
O -2.749 -0.824 -0.599 -0.188
C -2.955 0.091 -1.699 -0.415
C -4.403 -0.040 -2.154 -0.025
C -2.621 1.499 -1.226 -0.026
H -2.909 -5.996 0.408 0.092
H -2.148 -4.616 1.210 0.067
H -1.288 -5.482 -0.067 0.089
H -3.040 -4.778 -1.708 0.151
H -4.003 -3.001 0.594 0.072
H -4.902 -4.357 -0.097 0.096
H -4.573 -2.920 -1.071 0.073
H -0.350 -2.623 1.336 0.071
H -2.051 -2.305 1.771 0.076
H -2.762 -0.628 3.529 0.135
H -4.522 1.544 2.285 0.082
H -5.053 0.238 3.355 0.090
H -4.461 -0.128 1.723 0.071
H -2.711 2.412 3.815 0.082
H -1.555 1.290 4.524 0.080
H -3.241 1.274 5.067 0.091
H 1.484 -0.413 4.434 0.152
H -0.034 -2.977 3.729 0.069
H -0.304 -1.981 5.162 0.086
H 1.223 -2.838 4.964 0.092
H 1.731 -2.349 2.100 0.077
H 2.997 -1.679 3.128 0.101
H 2.178 -0.640 1.961 0.040
H -2.274 -0.193 -2.512 0.123
H -5.067 0.097 -1.303 0.089
H -4.581 -1.019 -2.593 0.077
H -4.628 0.716 -2.902 0.089
H -3.240 1.769 -0.374 0.086
H -2.788 2.205 -2.034 0.096
H -1.575 1.536 -0.922 0.053
C 1.190 3.768 -2.445 0.000
C 0.604 3.733 -1.081 -0.276
C -0.624 4.251 -0.748 0.016
C -1.091 4.058 0.572 -0.313
N -0.347 3.497 1.495 0.114
C 0.869 3.059 1.196 -0.854
S 1.890 2.497 2.386 0.726
N 1.321 3.124 -0.107 0.086
C -2.443 4.514 0.985 -0.010
H 0.526 4.268 -3.143 0.095
H 1.340 2.737 -2.786 0.054
H 2.156 4.271 -2.452 0.101
H -1.231 4.761 -1.477 0.120
H 2.236 2.718 -0.309 0.120
H -3.059 4.749 0.124 0.081
H -2.348 5.400 1.613 0.099
H -2.919 3.745 1.588 0.068
```

Max |F|   2.75 eV/A
Charge   +1
E_LUMO (alpha / beta)   -2.9377 / -5.1754 eV
2S+1   5
Expectation value of S²   6.060
Orbital gap (alpha / beta)   0.251 / 0.168 Ha
E_tot   -91807.3466 eV

A molecular structure, C33H48N6O3OsSi, computed with wB97M-V/def2-TZVPD.

Geometry as XYZ:
```
92
Properties=species:S:1:pos:R:3:lowdin_charge:R:1
Os -0.225 0.311 0.024 1.493
C -1.032 0.450 4.260 0.002
N -0.041 1.058 3.365 -0.111
C 1.233 0.354 3.278 -0.018
C -0.358 2.039 2.515 -0.348
N 0.248 2.026 1.273 -0.003
C 0.533 3.191 0.629 -0.213
C 0.899 4.400 1.268 -0.006
C 1.099 5.526 0.530 -0.022
C 0.926 5.502 -0.881 -0.020
C 0.633 4.342 -1.532 -0.011
C 0.470 3.135 -0.803 -0.198
N 0.178 1.914 -1.340 -0.017
C 0.346 1.738 -2.706 -0.355
N -0.604 1.111 -3.381 -0.096
C -0.344 0.360 -4.613 -0.007
C -1.955 0.953 -2.847 -0.016
N 1.452 2.185 -3.318 -0.132
C 2.718 2.367 -2.617 -0.012
C 1.438 2.690 -4.691 -0.011
N -1.273 2.955 2.832 -0.096
C -2.123 3.649 1.863 -0.003
C -1.504 3.372 4.218 -0.005
H -0.976 -0.630 4.128 0.084
H -2.032 0.770 3.981 0.096
H -0.834 0.690 5.304 0.107
H 1.563 0.120 4.289 0.111
H 1.981 0.976 2.795 0.088
H 1.126 -0.585 2.724 0.074
H 1.017 4.410 2.344 0.131
H 1.384 6.451 1.012 0.125
H 1.024 6.424 -1.437 0.125
H 0.492 4.341 -2.604 0.121
H 0.721 0.215 -4.750 0.089
H -0.770 0.866 -5.478 0.107
H -0.820 -0.615 -4.504 0.108
H -2.208 1.763 -2.170 0.092
H -2.053 -0.001 -2.322 0.074
H -2.648 0.947 -3.687 0.111
H 2.695 1.858 -1.661 0.059
H 2.930 3.427 -2.469 0.104
H 3.511 1.929 -3.223 0.115
H 0.420 2.756 -5.060 0.096
H 2.030 2.064 -5.358 0.109
H 1.872 3.692 -4.679 0.107
H -2.046 3.185 0.886 0.077
H -1.857 4.706 1.827 0.102
H -3.155 3.539 2.195 0.111
H -0.687 3.042 4.852 0.099
H -2.451 2.990 4.598 0.107
H -1.542 4.462 4.227 0.106
O -1.262 -1.378 0.483 -0.233
C -2.715 -1.311 0.796 -0.260
C -2.980 0.205 0.983 -0.566
O -3.841 0.618 1.716 0.135
O -2.215 0.971 0.233 -0.206
C -2.954 -2.139 2.042 -0.159
C -1.916 -2.706 2.772 -0.052
C -2.190 -3.460 3.907 -0.064
C -3.500 -3.641 4.319 -0.057
C -4.538 -3.075 3.589 -0.041
C -4.270 -2.334 2.452 -0.004
C -3.458 -1.838 -0.417 -0.165
C -4.354 -1.053 -1.133 -0.022
C -4.991 -1.575 -2.251 -0.050
C -4.726 -2.872 -2.665 -0.055
C -3.840 -3.663 -1.946 -0.047
C -3.224 -3.153 -0.815 -0.019
H -1.047 -2.210 0.036 0.103
H -0.886 -2.582 2.462 0.096
H -1.379 -3.915 4.459 0.113
H -3.716 -4.233 5.198 0.115
H -5.562 -3.222 3.902 0.117
H -5.084 -1.902 1.885 0.131
H -4.579 -0.042 -0.816 0.126
H -5.706 -0.968 -2.791 0.116
H -5.229 -3.278 -3.533 0.116
H -3.657 -4.686 -2.246 0.117
H -2.592 -3.805 -0.216 0.130
C 1.854 -2.563 0.474 -0.209
Si 1.901 -0.879 -0.397 0.385
C 2.141 -1.212 -2.235 -0.218
C 3.402 0.068 0.245 -0.221
H 2.284 -3.342 -0.159 0.041
H 0.852 -2.899 0.753 -0.004
H 2.443 -2.553 1.393 0.034
H 3.075 -1.761 -2.378 0.047
H 2.215 -0.302 -2.832 -0.005
H 1.337 -1.828 -2.646 0.031
H 4.291 -0.215 -0.324 0.045
H 3.598 -0.179 1.289 0.024
H 3.308 1.154 0.183 0.006
```

Max |F|   1.23 eV/A
Charge   +2
E_LUMO (alpha / beta)   -5.0612 / -8.1160 eV
2S+1   5
Expectation value of S²   6.029
Orbital gap (alpha / beta)   0.310 / 0.199 Ha
E_tot   -60413.6861 eV

A molecular structure, C33H48N6O5PSTa, computed with wB97M-V/def2-TZVPD.

Geometry as XYZ:
```
95
Properties=species:S:1:pos:R:3:lowdin_charge:R:1
Ta -0.268 1.123 0.374 1.912
O -1.037 0.760 3.032 0.023
C -0.795 1.968 3.039 -0.491
N -0.441 2.575 1.862 -0.241
S 0.219 4.109 2.106 0.670
O 1.644 4.009 2.009 -0.245
O -0.475 5.041 1.279 -0.255
C -0.275 4.147 3.797 -0.207
C -0.156 5.193 4.684 -0.001
C -0.550 4.955 5.998 -0.018
C -1.031 3.711 6.395 -0.026
C -1.140 2.666 5.486 0.023
C -0.761 2.904 4.176 -0.135
H 0.229 6.156 4.378 0.136
H -0.475 5.753 6.724 0.125
H -1.326 3.558 7.424 0.121
H -1.514 1.695 5.782 0.131
O -2.378 1.021 0.365 -0.131
C -3.589 0.917 0.692 -0.413
C -4.664 1.210 -0.286 -0.055
C -4.785 -0.161 -1.024 -0.140
C -4.862 -1.433 -0.147 -0.158
C -3.578 -1.833 0.620 -0.172
C -3.390 -1.093 1.954 -0.125
N -3.948 0.268 1.798 0.118
H -4.398 2.003 -0.980 0.133
H -5.598 1.461 0.218 0.138
H -3.928 -0.251 -1.696 0.099
H -5.676 -0.108 -1.650 0.127
H -5.118 -2.251 -0.822 0.113
H -5.707 -1.362 0.546 0.125
H -2.711 -1.652 -0.024 0.083
H -3.597 -2.904 0.825 0.118
H -2.349 -1.033 2.264 0.089
H -3.950 -1.564 2.758 0.136
H -4.948 0.289 1.944 0.151
O -0.315 -0.554 -0.696 -0.446
P 0.440 -1.779 -1.329 0.616
N -0.652 -2.699 -2.109 -0.171
C -1.633 -2.172 -3.084 -0.171
C -2.435 -3.407 -3.481 -0.143
C -2.441 -4.247 -2.207 -0.149
C -1.029 -4.065 -1.659 -0.160
N 1.131 -2.532 -0.076 -0.183
C 2.094 -3.649 -0.247 -0.161
C 1.882 -4.481 1.012 -0.148
C 1.557 -3.423 2.065 -0.145
C 0.641 -2.458 1.316 -0.182
N 1.601 -1.363 -2.370 -0.165
C 2.893 -0.773 -1.945 -0.167
C 3.278 0.103 -3.125 -0.146
C 2.803 -0.729 -4.314 -0.145
C 1.458 -1.289 -3.846 -0.163
H -1.141 -1.714 -3.939 0.099
H -2.268 -1.416 -2.610 0.095
H -1.920 -3.941 -4.281 0.124
H -3.432 -3.152 -3.836 0.121
H -2.676 -5.294 -2.385 0.125
H -3.169 -3.850 -1.500 0.093
H -0.347 -4.803 -2.087 0.122
H -0.990 -4.147 -0.573 0.104
H 3.112 -3.260 -0.293 0.115
H 1.895 -4.202 -1.165 0.117
H 2.756 -5.080 1.260 0.125
H 1.035 -5.157 0.879 0.117
H 2.469 -2.908 2.372 0.122
H 1.082 -3.828 2.955 0.123
H 0.716 -1.436 1.708 0.090
H -0.405 -2.774 1.383 0.111
H 3.628 -1.571 -1.807 0.121
H 2.785 -0.230 -1.014 0.075
H 4.345 0.317 -3.148 0.128
H 2.737 1.052 -3.079 0.106
H 3.503 -1.541 -4.512 0.122
H 2.696 -0.149 -5.228 0.122
H 1.246 -2.275 -4.259 0.122
H 0.649 -0.610 -4.120 0.109
C 3.616 1.118 1.479 -0.034
C 3.707 2.044 0.302 -0.222
C 4.889 2.651 -0.062 -0.027
C 4.926 3.569 -1.107 -0.039
C 3.771 3.911 -1.799 -0.029
C 2.561 3.331 -1.480 -0.226
C 1.284 3.710 -2.162 -0.037
C 2.535 2.364 -0.440 -0.325
N 1.377 1.732 -0.154 -0.117
H 4.582 1.023 1.969 0.090
H 3.278 0.120 1.193 0.059
H 2.899 1.509 2.206 0.074
H 5.796 2.432 0.486 0.121
H 5.864 4.040 -1.370 0.115
H 3.820 4.651 -2.588 0.121
H 1.471 4.392 -2.988 0.090
H 0.613 4.211 -1.457 0.078
H 0.760 2.828 -2.548 0.067
```

Max |F|   4.35 eV/A
Charge   +2
E_LUMO   -7.5400 eV
2S+1   1
Orbital gap   0.192 Ha
E_tot   -75844.6259 eV

A molecular structure, C33H48N8RbS3, computed with wB97M-V/def2-TZVPD.

Geometry as XYZ:
```
93
Properties=species:S:1:pos:R:3:lowdin_charge:R:1
Rb 0.184 -0.230 -0.233 0.532
C 2.558 -2.452 -2.103 -0.078
C 1.567 -2.191 -3.062 -0.182
C 0.358 -2.782 -2.577 -0.208
C 0.678 -3.409 -1.354 -0.113
C 2.031 -3.228 -1.060 -0.269
C 2.859 -3.917 -0.002 -0.561
C 1.993 -4.648 1.026 -0.062
C 3.740 -2.915 0.753 -0.048
C 3.766 -4.952 -0.693 -0.054
C -1.019 -3.035 -3.177 -0.534
C -1.000 -4.418 -3.855 -0.048
C -2.114 -3.089 -2.094 -0.064
C -1.519 -1.998 -4.184 -0.052
C 1.902 -1.523 -4.389 -0.510
C 1.681 -2.511 -5.555 -0.055
C 3.396 -1.162 -4.451 -0.085
C 1.122 -0.203 -4.618 -0.040
H 3.596 -2.170 -2.166 0.085
H 0.003 -4.030 -0.785 0.088
H 1.308 -3.946 1.493 0.051
H 2.619 -5.089 1.803 0.079
H 1.417 -5.444 0.563 0.079
H 3.124 -2.183 1.280 0.078
H 4.385 -2.384 0.059 0.073
H 4.364 -3.440 1.479 0.075
H 3.155 -5.697 -1.197 0.083
H 4.401 -5.461 0.033 0.070
H 4.397 -4.470 -1.436 0.075
H -0.636 -5.167 -3.156 0.080
H -0.340 -4.419 -4.717 0.065
H -2.000 -4.706 -4.183 0.073
H -2.008 -3.959 -1.453 0.069
H -3.089 -3.160 -2.578 0.079
H -2.104 -2.187 -1.474 0.068
H -0.819 -1.831 -4.987 0.039
H -1.712 -1.047 -3.689 0.087
H -2.453 -2.347 -4.627 0.081
H 2.199 -3.447 -5.345 0.090
H 2.074 -2.104 -6.490 0.074
H 0.634 -2.742 -5.715 0.046
H 4.007 -2.054 -4.345 0.078
H 3.662 -0.457 -3.666 0.078
H 3.619 -0.712 -5.420 0.077
H 0.439 -0.001 -3.795 0.068
H 0.556 -0.219 -5.547 0.075
H 1.808 0.641 -4.680 0.052
C -5.792 0.988 2.844 -0.117
C -4.492 1.661 3.290 -0.316
N -3.845 2.406 2.246 -0.049
C -3.122 1.837 1.231 -0.872
S -2.979 0.160 1.179 0.516
N -2.752 2.705 0.314 -0.054
N -1.688 2.561 -0.447 0.025
C -1.624 3.233 -1.563 -0.307
C -2.788 4.043 -2.086 -0.050
C -0.388 3.225 -2.295 -0.231
C -0.296 3.742 -3.605 -0.019
C 0.909 3.712 -4.266 -0.075
C 2.028 3.188 -3.622 -0.087
C 1.859 2.711 -2.332 -0.148
N 0.709 2.727 -1.685 0.048
H -6.259 0.475 3.681 0.061
H -5.561 0.267 2.065 0.024
H -6.485 1.726 2.447 0.063
H -3.788 0.887 3.616 0.079
H -4.679 2.351 4.121 0.106
H -4.099 3.372 2.109 0.121
H -3.478 4.186 -1.256 0.054
H -3.307 3.518 -2.890 0.080
H -2.461 5.014 -2.456 0.067
H -1.170 4.140 -4.097 0.099
H 0.990 4.096 -5.275 0.104
H 2.992 3.168 -4.106 0.098
H 2.695 2.310 -1.767 0.117
N -0.667 -2.956 2.830 0.110
C 0.232 -2.091 3.330 -0.704
N 0.428 -0.902 2.897 0.073
C 1.267 -0.186 3.701 -0.348
C 1.775 -0.878 4.760 -0.370
S 1.154 -2.493 4.789 1.002
C 1.450 1.224 3.419 -0.349
C 1.740 2.181 4.346 -0.376
S 1.676 3.759 3.635 0.989
C 1.242 2.977 2.090 -0.677
N 1.193 1.696 2.164 0.071
N 1.102 3.702 0.973 0.107
H -1.150 -2.678 1.990 0.100
H -0.592 -3.933 3.044 0.093
H 2.454 -0.550 5.520 0.061
H 1.952 2.072 5.389 0.059
H 0.855 4.674 1.050 0.094
H 0.763 3.211 0.137 0.044
```

Max |F|   1.58 eV/A
Charge   -1
E_LUMO   2.1056 eV
2S+1   1
Orbital gap   0.205 Ha
E_tot   -80084.7020 eV

A molecular structure, C33H49As2FN6O3RuS, computed with wB97M-V/def2-TZVPD.

Geometry as XYZ:
```
96
Properties=species:S:1:pos:R:3:lowdin_charge:R:1
Ru 0.311 0.031 -0.366 1.028
C 2.487 -0.461 3.044 -0.261
As 2.382 -0.840 1.149 1.082
C 4.194 -0.562 0.517 -0.270
C 2.239 -2.776 1.085 -0.428
C 2.901 -3.540 2.042 -0.094
C 2.835 -4.925 2.015 -0.043
C 2.103 -5.563 1.025 -0.044
C 1.441 -4.812 0.065 -0.095
C 1.503 -3.422 0.089 -0.431
As 0.578 -2.438 -1.298 1.088
C -1.049 -3.441 -1.600 -0.261
C 1.661 -2.797 -2.866 -0.268
H 3.463 -0.746 3.432 0.040
H 1.706 -1.017 3.558 0.037
H 2.331 0.604 3.194 0.014
H 4.872 -1.224 1.054 0.043
H 4.484 0.475 0.676 0.036
H 4.236 -0.792 -0.547 0.018
H 3.477 -3.060 2.825 0.103
H 3.354 -5.504 2.766 0.121
H 2.047 -6.643 0.998 0.122
H 0.871 -5.326 -0.701 0.105
H -0.822 -4.355 -2.147 0.042
H -1.742 -2.834 -2.178 0.037
H -1.492 -3.684 -0.637 0.034
H 1.830 -3.871 -2.933 0.045
H 2.618 -2.287 -2.769 0.023
H 1.143 -2.452 -3.760 0.029
C -1.545 7.586 -0.608 -0.048
C -2.358 6.621 0.235 -0.166
N -1.625 5.369 0.515 -0.010
C -1.845 4.312 -0.270 0.055
C -1.233 3.092 -0.136 -0.048
C -1.644 2.040 -1.116 -0.616
O -2.066 2.305 -2.214 0.097
O -1.508 0.805 -0.657 -0.236
C -0.256 2.905 0.881 -0.304
O 0.400 1.840 1.082 -0.177
C 0.003 4.069 1.717 -0.049
C 0.962 3.999 2.735 0.092
C 1.230 5.081 3.514 -0.180
F 2.195 4.973 4.445 0.081
C 0.562 6.316 3.353 -0.121
C -0.392 6.382 2.350 0.063
C -0.675 5.282 1.526 -0.106
N 0.829 7.430 4.158 -0.080
C 0.864 8.768 3.590 -0.121
C -0.009 9.695 4.436 -0.058
N 0.083 9.243 5.880 0.071
C 1.432 8.652 6.180 -0.071
C 1.579 7.336 5.410 -0.120
H -2.111 8.503 -0.770 0.092
H -1.322 7.153 -1.583 0.090
H -0.599 7.845 -0.131 0.071
H -3.274 6.332 -0.275 0.130
H -2.666 7.054 1.185 0.119
H -2.571 4.447 -1.063 0.160
H 1.511 3.081 2.889 0.130
H -0.940 7.300 2.211 0.104
H 0.508 8.775 2.565 0.126
H 1.894 9.140 3.559 0.142
H -1.061 9.647 4.162 0.138
H 0.324 10.730 4.394 0.144
H -0.633 8.536 6.055 0.186
H -0.114 10.025 6.507 0.191
H 1.512 8.495 7.253 0.146
H 2.163 9.402 5.885 0.141
H 1.179 6.516 6.005 0.138
H 2.647 7.155 5.267 0.139
C 3.173 0.296 -5.274 -0.030
N 2.963 0.696 -3.886 -0.024
C 1.789 1.015 -3.373 -0.816
N 0.686 0.916 -4.110 0.165
S 1.676 1.613 -1.750 0.650
H 4.229 0.092 -5.418 0.104
H 2.881 1.096 -5.956 0.105
H 2.614 -0.612 -5.502 0.092
H 3.759 0.824 -3.282 0.132
H 0.716 0.693 -5.093 0.119
H -0.179 1.279 -3.734 0.099
C -3.578 0.127 2.853 -0.027
C -2.910 -1.252 2.959 -0.582
C -2.455 -1.538 4.396 -0.027
C -3.848 -2.356 2.449 -0.025
C -1.721 -1.226 2.092 -0.106
N -0.798 -1.193 1.409 0.126
H -4.471 0.126 3.479 0.101
H -3.875 0.343 1.827 0.092
H -2.911 0.914 3.204 0.088
H -3.337 -1.591 5.034 0.101
H -1.806 -0.747 4.772 0.091
H -1.929 -2.490 4.466 0.096
H -4.719 -2.398 3.102 0.102
H -3.362 -3.331 2.468 0.095
H -4.189 -2.148 1.435 0.095
```

Max |F|   0.48 eV/A
Charge   +3
E_LUMO (alpha / beta)   -6.6197 / -8.4755 eV
2S+1   6
Expectation value of S²   8.762
Orbital gap (alpha / beta)   0.274 / 0.249 Ha
E_tot   -187888.9745 eV

Question: Which of these has the lowest max |F|?
Answer: C33H49As2FN6O3RuS